1.
ORCA calculation (the ωB97M-V functional and the def2-TZVPD basis) on 3 unconnected molecules or ions with the total composition C11H20Br4F3NO4S.

Positions of all 44 atoms, in Å:
N  3.3194  0.6559  0.7860
C  3.2304  -0.7852  0.4978
C  3.2660  -1.0694  -0.9910
O  3.5537  -2.4636  -1.1735
S  2.4844  -3.5454  -0.7037
O  3.2537  -4.7073  -0.3783
O  1.4583  -3.6106  -1.6985
C  1.7980  -2.8913  0.8292
C  2.0269  -1.4025  1.2312
C  0.7411  -0.5593  1.3265
C  -0.2112  -0.3991  0.1250
O  -0.1036  -1.4622  -0.7944
C  -0.1257  0.9569  -0.5540
F  1.0643  1.2312  -1.0885
F  -1.0069  1.0291  -1.5647
F  -0.4226  1.9301  0.3023
H  3.8793  1.1195  0.0753
H  3.8298  0.7888  1.6543
H  4.1193  -1.3101  0.8851
H  2.3644  -0.7855  -1.5371
H  4.1144  -0.5466  -1.4443
H  2.1974  -3.5677  1.5877
H  0.7297  -3.0801  0.7123
H  2.3594  -1.4379  2.2774
H  0.1430  -0.9961  2.1341
H  1.0339  0.4352  1.6755
H  -1.2384  -0.4146  0.5202
H  -0.0211  -1.1662  -1.7105
Br  0.0250  2.2927  3.9959
C  -1.7975  2.6317  3.4156
C  -2.8073  1.9931  4.3303
Br  -2.8719  0.0640  4.0878
H  -1.8720  2.2533  2.4009
H  -1.9124  3.7131  3.4093
H  -3.8071  2.3557  4.1034
H  -2.5825  2.1677  5.3775
Br  -2.0489  0.0162  -4.8201
C  -3.1712  1.2281  -3.7967
C  -4.5183  1.4275  -4.4387
Br  -4.4166  2.5543  -6.0190
H  -2.6197  2.1581  -3.7035
H  -3.2839  0.7715  -2.8165
H  -5.1904  1.9377  -3.7524
H  -4.9624  0.4891  -4.7549

Values from the calculation:
* SMILES string: N[C@@H]1COS(=O)(=O)C[C@@H]1C[C@H](O)C(F)(F)F.BrCCBr.BrCCBr
* LUMO energy: 0.26 eV
* frontier orbital gap: 10.37 eV
* multiplicity: 1

---

2.
ORCA calculation (the ωB97M-V functional and the def2-TZVPD basis) on 2 unconnected molecules or ions with the total composition C11H20Cl3NO6P2.

Positions of all 43 atoms, in Å:
C  -5.4152  -3.0250  -1.5613
C  -5.3670  -1.3678  -1.5088
Cl  -7.0290  -0.5283  -1.2471
C  -4.1061  -0.5625  -1.6749
Cl  -2.5188  -1.5316  -1.9791
N  -4.0243  0.9465  -1.6577
P  -4.4859  1.6584  -0.0917
P  -4.3124  0.2595  1.5707
O  -2.9200  -0.4817  1.6718
O  -4.4546  1.2383  3.0469
O  -5.6032  -0.9212  1.6743
C  -2.6255  1.4411  -2.0776
O  -2.3793  1.4421  -3.3876
O  -1.7545  1.9162  -1.0006
C  -0.3431  1.5749  -1.1956
C  0.2113  0.3374  -0.2585
C  1.4910  0.7934  0.7174
Cl  0.8834  -1.0958  -1.2801
H  -6.2065  -3.3395  -0.7332
H  -5.7938  -3.3818  -2.6253
H  -4.4019  -3.5319  -1.2441
H  -5.9119  1.9503  -0.2086
H  -4.4549  2.2086  2.7252
H  -5.8826  -1.0335  2.6453
H  0.2819  2.5345  -0.8575
H  -0.0178  1.3540  -2.2956
H  -0.6741  0.0206  0.4411
H  2.4814  0.3114  0.2604
H  1.6277  1.9556  0.7765
H  1.3245  0.2835  1.7693
C  7.2496  -0.0863  0.1968
C  6.6745  -0.9499  1.2897
C  5.5562  -0.0818  1.8240
O  5.0845  0.7117  0.7263
C  6.0132  0.5855  -0.3595
H  7.8068  -0.6463  -0.5584
H  7.9197  0.6649  0.6313
H  6.2604  -1.8684  0.8573
H  7.4007  -1.2302  2.0569
H  5.9192  0.6019  2.5988
H  4.7301  -0.6687  2.2358
H  5.5412  -0.0304  -1.1327
H  6.2249  1.5723  -0.7803

Values from the calculation:
* SMILES string: C/C(Cl)=C(\Cl)N(PP(=O)(O)O)C(=O)OC[C@H](C)Cl.C1CCOC1
* ΔE to the lowest compared entry with this formula, charge and spin: 133.8 kcal/mol
* LUMO energy: -0.26 eV
* frontier orbital gap: 8.76 eV
* multiplicity: 1

---

3.
ORCA calculation (the ωB97M-V functional and the def2-TZVPD basis) on a molecular structure, C11H20ClIN2O2PPmSe.

Positions of all 40 atoms, in Å:
C  -1.8888  -0.4209  -2.0516
C  -1.0417  -1.6553  -1.8820
H  -2.8496  -0.7110  -2.5168
H  -1.4293  0.3705  -2.6695
H  -2.1544  0.0066  -1.0594
O  -1.3248  -2.5409  -1.0399
I  2.3867  -1.4172  1.0019
Pm  0.3804  1.0333  0.7435
P  0.5620  -1.7936  -2.7680
C  1.2815  -3.2654  -2.0628
C  0.2267  -1.8454  -4.5011
H  1.0849  0.5594  -2.5481
H  2.4349  -0.4450  -3.2049
H  2.0859  -0.4761  -1.4572
C  1.6180  -0.3992  -2.4605
H  -0.1149  -0.8645  -4.8390
H  1.1684  -2.0928  -4.9970
H  1.9430  -3.7247  -2.8102
H  0.4646  -3.9479  -1.7745
H  -0.5287  -2.6037  -4.7174
H  1.8656  -2.9969  -1.1630
C  -0.7344  -1.6381  0.9238
O  -0.9360  -2.6162  1.4950
Cl  0.3316  2.6765  -1.2302
C  -0.9417  3.9617  1.6489
N  -0.3393  2.8633  2.4244
C  0.7602  2.9998  3.2756
C  0.9008  1.8180  3.9249
N  -0.0582  0.9526  3.4083
C  -0.2989  -0.3950  3.9460
C  -0.9692  1.6639  2.6595
Se  -2.3768  0.9715  1.6427
H  -0.4050  4.0773  0.6910
H  -0.8524  4.8846  2.2419
H  -1.9976  3.7305  1.4299
H  1.2878  3.9381  3.3299
H  1.5324  1.4890  4.7311
H  0.4534  -1.0974  3.5514
H  -0.2208  -0.3510  5.0445
H  -1.3067  -0.6982  3.6390

Values from the calculation:
* ΔE to the lowest compared entry with this formula, charge and spin: 0.0 kcal/mol
* LUMO energy (alpha / beta): -7.63 / -7.30 eV
* net charge: +2
* frontier orbital gap (alpha / beta): 7.17 / 7.50 eV
* multiplicity: 5

---

4.
ORCA calculation (the ωB97M-V functional and the def2-TZVPD basis) on a single C11H20N2O molecule.

Positions of all 34 atoms, in Å:
C  3.8469  -0.9484  0.9211
N  2.9805  -1.3986  -0.1904
C  1.8910  -2.1991  0.2285
C  2.8694  -0.5282  -1.2372
C  2.2207  0.8418  -0.7046
C  2.2592  2.1788  -0.7645
C  1.1262  2.6438  -0.1090
C  0.4682  1.5570  0.4386
C  -0.8920  1.3110  0.9129
C  -2.0181  0.7285  -0.1332
C  -3.3900  0.4777  0.5192
C  -4.2405  -0.1939  -0.5438
N  -4.1163  -1.6785  -0.4877
O  1.1446  0.5348  0.0723
H  4.8261  -0.7458  0.7414
H  3.9796  -1.8340  1.6225
H  3.3565  -0.2888  1.6323
H  1.1216  -1.5790  0.6704
H  1.8555  -3.1043  0.7823
H  1.4768  -2.6556  -0.6703
H  3.8114  -0.3148  -1.8011
H  2.1599  -0.7510  -1.9860
H  2.8384  2.8542  -1.4221
H  1.1507  3.6321  0.3184
H  -1.2504  2.3538  1.2392
H  -0.9834  0.6729  1.7258
H  -1.3498  -0.1464  -0.5590
H  -2.1225  1.4017  -0.9767
H  -3.2721  -0.2597  1.4817
H  -3.9339  1.3893  0.8640
H  -5.2543  0.2242  -0.5291
H  -3.7497  0.1681  -1.4043
H  -3.9766  -2.1888  0.3747
H  -4.8335  -2.1546  -1.0264

Values from the calculation:
* SMILES string: CN(C)Cc1ccc(CCCCN)o1
* ΔE to the lowest compared entry with this formula, charge and spin: 101.4 kcal/mol
* LUMO energy: 0.98 eV
* frontier orbital gap: 8.83 eV
* multiplicity: 1

---

5.
ORCA calculation (the ωB97M-V functional and the def2-TZVPD basis) on a single C11H20N2O3 molecule.

Positions of all 36 atoms, in Å:
C  -4.3529  -1.1046  -0.3933
C  -3.0086  -0.6847  0.2156
C  -3.2026  0.3613  1.3012
C  -2.0595  -0.2415  -0.9256
C  -0.6067  0.1065  -0.5547
N  0.0214  -0.9608  0.1857
C  1.3618  -1.2217  0.2909
O  1.7861  -1.9487  1.1679
C  2.2948  -0.5985  -0.7697
C  3.7457  -0.9619  -0.4684
C  4.1792  0.1030  0.5577
C  3.1092  1.2221  0.4244
N  2.2381  0.8604  -0.7085
C  -0.4602  1.4326  0.1841
O  -0.0728  1.5882  1.3148
O  -0.8794  2.4618  -0.5838
H  -5.0224  -1.4990  0.3949
H  -4.8311  -0.2682  -0.8527
H  -4.2274  -1.8559  -1.1728
H  -2.5842  -1.5917  0.6648
H  -3.5579  1.3086  0.8460
H  -2.2689  0.5925  1.8202
H  -3.9662  -0.0034  2.0163
H  -2.5286  0.6516  -1.4229
H  -2.0055  -1.0292  -1.6729
H  -0.0833  0.2532  -1.5074
H  -0.5009  -1.2961  0.9955
H  1.9641  -0.9817  -1.7491
H  3.8565  -1.9794  -0.0866
H  4.3379  -0.8724  -1.4117
H  5.1952  0.4590  0.3643
H  4.1847  -0.2971  1.5651
H  3.5267  2.2287  0.2601
H  2.4804  1.2849  1.3317
H  2.6800  1.2159  -1.5670
H  -0.7427  3.2660  -0.0543

Values from the calculation:
* SMILES string: CC(C)C[C@H](NC(=O)[C@@H]1CCCN1)C(=O)O
* ΔE to the lowest compared entry with this formula, charge and spin: 3.6 kcal/mol
* LUMO energy: 0.63 eV
* frontier orbital gap: 9.91 eV
* multiplicity: 1

---

6.
ORCA calculation (the ωB97M-V functional and the def2-TZVPD basis) on a single C11H20N2O5 molecule.

Positions of all 38 atoms, in Å:
C  -1.3875  -2.2745  1.6948
C  -0.2924  -1.1563  1.4492
C  0.9552  -1.9005  0.8251
C  2.0449  -1.0638  1.0809
C  0.7520  -2.2615  -0.7224
N  1.8342  -3.2987  -1.1843
C  0.6070  -0.9759  -1.6143
O  1.3949  -0.7222  -2.5611
N  -0.4827  -0.1805  -1.3282
C  -0.2575  1.2855  -1.5620
C  -1.5733  1.9636  -1.3344
C  -2.1823  1.8730  0.1798
C  -1.4082  2.8842  1.0779
O  -1.3883  2.9337  2.2891
O  -0.8159  3.7517  0.2465
C  0.7887  2.0704  -0.7342
O  0.8639  1.9104  0.5004
O  1.4553  2.9820  -1.5232
H  -1.3215  -3.0814  0.9227
H  -1.4447  -2.6981  2.6403
H  -2.4651  -1.8648  1.3843
H  -0.5833  -0.3032  0.8814
H  -0.0092  -0.8206  2.4300
H  1.1185  -2.6941  1.6329
H  1.8695  -0.0318  0.8572
H  2.5190  -1.2027  2.0727
H  2.8877  -1.3667  0.4759
H  -0.2605  -2.7639  -0.7777
H  1.8521  -3.1276  -2.1559
H  2.7227  -3.1610  -0.7026
H  -1.1212  -0.6060  -0.6073
H  0.2682  1.4590  -2.6249
H  -1.4804  2.9210  -1.8589
H  -2.2921  1.3726  -1.9059
H  -3.2616  1.9087  0.1912
H  -1.8113  0.9166  0.4787
H  -0.1864  4.3953  0.6139
H  2.0917  2.9285  -0.7276

Values from the calculation:
* SMILES string: CC[C@H](C)[C@H](N)C(=O)N[C@@H](CCC(=O)O)C(=O)O
* ΔE to the lowest compared entry with this formula, charge and spin: 105.7 kcal/mol
* LUMO energy: 0.45 eV
* frontier orbital gap: 9.90 eV
* multiplicity: 1

---

Computed max |F|, in the same sequence as the records: 0.0114; 0.1730; 0.0804; 0.0977; 0.0225; 0.1075 hartree/bohr.
Computed molecular weight, in the same sequence as the records: 639.0; 430.6; 629.6; 196.3; 228.3; 260.3 g mol⁻¹.
Computed DFT total energy, in the same sequence as the records: -320569.088; -81646.269; -130606.386; -16754.832; -20855.343; -24946.333 eV.